{"formula": "C5H11N2", "method": "ωB97M-V/def2-TZVPD", "elements": ["H", "H", "C", "C", "C", "C", "N", "H", "H", "H", "H", "H", "H", "N", "C", "H", "H", "H"], "xyz": [[-2.2646, -1.3765, -1.2513], [2.4624, 0.7883, -0.8841], [1.4372, 1.1000, -0.6546], [0.6241, 0.3986, 0.1308], [-0.4268, -1.7324, -0.5514], [0.0072, 2.0924, 1.6419], [-0.3679, 1.1008, 0.9283], [-0.4672, 2.1390, 2.6302], [-1.2026, -0.2767, -1.7765], [1.2455, 2.1018, -1.0129], [-0.8087, -2.7105, -0.2462], [0.5871, 2.9839, 1.3867], [1.4905, -1.5923, 0.3494], [-1.5422, -0.7278, -0.9298], [0.5468, -1.0519, 0.4078], [-1.6139, -0.0331, -0.1472], [0.1735, -1.1804, 1.4327], [0.1196, -2.0232, -1.4537]], "forces_ev_per_a": [[-0.9478, 0.9972, 0.7169], [-0.6539, -0.5912, -0.5626], [1.3624, -0.5824, -0.3477], [0.2363, 2.6180, -0.7911], [0.9478, -0.0065, -0.5901], [-1.8761, 0.1755, 0.3605], [0.4381, -1.2341, 0.8137], [-0.4791, 0.6096, -0.4525], [-0.0572, 0.5315, 0.1428], [-0.2480, 0.2742, 0.6564], [-0.5186, 0.5909, 0.6259], [1.1450, -0.8186, -0.1979], [0.1622, 0.2631, -0.1177], [1.5822, -1.9809, -0.5731], [-0.1194, -1.0593, 1.0303], [-0.8879, -0.4305, -0.2353], [0.1608, 0.0281, -0.2019], [-0.2468, 0.6155, -0.2766]], "total_energy_ev": -8334.3198, "orbital_gap_ev": 9.70, "mol_weight_g_mol": 99.2, "total_charge": 1, "lumo_energy_ev": -3.6142, "de_lowest_kcal_mol": 64.6, "smiles": "C=NC(=C)CC[NH3+]"}


{"formula": "C31H65F6N9O13S", "method": "ωB97M-V/def2-TZVPD", "elements": ["H", "H", "C", "H", "H", "C", "C", "C", "C", "H", "C", "H", "H", "H", "C", "O", "F", "O", "H", "C", "H", "H", "C", "H", "C", "C", "H", "C", "O", "C", "O", "H", "H", "H", "O", "H", "C", "H", "F", "H", "N", "H", "H", "H", "H", "H", "H", "H", "N", "C", "N", "H", "O", "H", "C", "C", "C", "H", "H", "C", "H", "O", "O", "H", "H", "N", "S", "C", "H", "F", "H", "H", "O", "H", "H", "H", "C", "H", "H", "H", "H", "H", "O", "H", "F", "O", "H", "H", "C", "C", "H", "H", "O", "H", "H", "C", "N", "N", "O", "H", "C", "N", "H", "C", "N", "H", "H", "C", "H", "N", "C", "C", "H", "H", "C", "H", "H", "F", "H", "H", "H", "F", "C", "H", "H"], "xyz": [[-2.3411, 4.7047, 5.6061], [-2.0598, -1.6102, -3.5877], [2.8232, -4.6411, 0.8499], [-3.3200, 10.4480, -3.1080], [1.0104, -0.2332, 2.2052], [-2.0232, 8.1421, 2.3745], [1.8937, -5.9225, 0.7496], [-1.5557, -1.9419, -4.5108], [0.3756, -5.7853, 0.3850], [3.9431, -0.1152, -1.5871], [-2.6631, 7.0131, 0.3416], [5.5165, -7.8021, 3.0499], [0.6720, -2.4031, -5.9834], [0.4368, 2.0782, -1.2388], [-4.3605, 8.3004, 1.6472], [-0.8609, 7.7798, 2.2935], [3.4990, -2.4517, 0.2949], [2.5844, -5.0301, -5.9490], [-0.7000, -0.6544, 1.9387], [-6.6998, 6.5310, -1.1812], [-4.6349, 8.9031, 0.7774], [1.3159, -6.2063, -7.0077], [5.5727, -9.9715, 4.4195], [2.9099, -8.0916, -3.6721], [-0.1792, 3.0968, 5.3727], [2.5148, -3.3633, 0.0081], [0.6888, -8.6312, -4.8339], [-1.8242, 4.7073, 4.6444], [6.7740, -6.6014, 4.0890], [0.8529, 1.0574, -1.2651], [4.4133, -7.3767, 1.1495], [0.9538, -2.7195, -2.7677], [-7.0039, 4.0178, 1.0524], [-9.2166, 5.3602, -1.0307], [-1.0216, 2.2851, 5.7157], [0.5068, 6.1562, 5.0121], [-2.5212, 9.7228, -2.9419], [4.9720, -9.8638, 3.5170], [1.3444, -2.7669, 0.3037], [0.5265, 5.4399, 3.3819], [-7.2014, 5.3469, -0.5003], [-0.7225, -2.6263, -2.1915], [6.2834, -10.7896, 4.2791], [2.3412, 3.1274, -1.4729], [3.7089, 2.2859, -0.7126], [3.9641, -6.9215, -4.5025], [-5.6743, 6.3580, -1.4957], [-4.1362, 6.9046, -3.8645], [-0.0352, -0.7865, 3.9214], [0.6128, 5.2268, 4.4491], [6.2959, -8.7482, 4.7003], [-2.2776, 6.0508, 0.6832], [-4.7795, 8.2084, -2.4488], [-5.0234, 7.4369, 1.7156], [2.9820, 2.2481, -1.5272], [6.1931, -7.6540, 3.9052], [-6.5540, 4.9183, 0.6032], [-0.0853, -4.1643, -2.8182], [-2.4395, 9.5373, -1.8691], [0.2849, -3.2392, -5.3982], [0.5000, -1.9279, 2.2655], [4.0648, -5.1010, 0.2161], [0.1448, 0.0715, -1.1652], [0.7558, -8.2710, -6.5724], [-1.5756, 0.6111, 3.9850], [-0.4802, -2.7280, -4.2745], [4.0273, -6.7142, -0.0898], [2.8699, -0.2512, -1.4647], [-2.0935, -1.0937, 4.0424], [-0.2918, -4.9073, 1.1542], [-2.3133, 7.0453, -5.0581], [-1.3711, -0.3265, 5.4745], [2.3918, -6.9212, -0.1525], [-1.8698, 5.7029, 4.2063], [-8.1690, 4.3345, -2.0433], [-4.4635, 8.9053, 2.5482], [1.9942, -6.0757, -6.1483], [0.6996, -0.9415, 5.8305], [2.6720, -0.7878, -0.5472], [-2.3196, 3.9936, 3.9834], [4.9148, -10.2056, 5.2601], [-0.9589, 7.8005, -4.1915], [-5.5662, 5.4530, 1.0776], [-7.3143, 6.7589, -2.0499], [-0.1836, -7.0163, 0.6355], [4.8005, -7.0497, -1.2680], [2.0572, -9.2141, -5.8152], [-2.3802, 8.7686, 3.2088], [7.1572, -8.6891, 5.8667], [-3.9835, 7.8343, -3.2910], [-1.5807, 10.1233, -3.3158], [1.5939, 4.7976, 4.6507], [-1.9539, -1.6139, -5.6136], [1.1105, -3.8498, -5.0439], [3.5107, 2.2507, -2.4832], [-8.3706, 4.6692, -1.0232], [2.1971, 1.0349, -1.4152], [-2.8452, 8.4824, -3.6238], [2.0962, -1.4146, 4.4344], [3.1508, -4.5001, 1.9043], [0.2006, -0.9061, 2.4957], [2.0837, -7.1780, -5.3703], [-1.8442, 8.7162, -5.4374], [2.9389, -7.1393, -4.1986], [-0.4415, 4.3090, 4.8380], [6.8194, -7.8890, 6.5281], [0.8996, 2.8932, 5.4746], [1.3518, -8.3930, -5.6689], [-6.7128, 7.3766, -0.4919], [-2.9944, 7.8359, 1.4898], [-1.9397, 7.9782, -4.6379], [0.9779, -1.0629, 4.7711], [1.8671, -6.3063, 1.7942], [-3.5468, 6.8550, -0.2729], [-1.3455, -0.3746, 4.3883], [-0.3676, -3.8392, -6.0374], [-1.8872, 7.5085, -0.2479], [2.5845, -3.5860, -1.3226], [2.5974, -6.3411, -3.5357], [2.4754, -0.8310, -2.3027], [7.1347, -9.6380, 6.4003], [0.1764, -5.5637, -0.9332], [-0.0621, -3.0788, -2.9309], [8.1796, -8.4696, 5.5531], [-8.6224, 3.8055, -0.4089]], "forces_ev_per_a": [[-0.0891, 0.0091, -0.0890], [0.0522, -0.0207, 0.0513], [1.2212, -1.3221, -1.1683], [0.0853, 0.0530, 0.0840], [-0.0238, -0.0846, -0.1547], [-0.2508, -0.0529, -0.2161], [-1.8071, 0.4021, 1.2092], [0.1561, -0.0996, 0.1145], [-0.2320, -1.3457, -0.1445], [-0.0682, 0.0728, 0.0190], [0.2014, -0.0097, 0.0478], [0.0404, -0.0709, 0.0741], [0.0450, -0.1371, -0.0935], [0.0486, 0.0304, -0.0053], [-0.0619, -0.1195, -0.1228], [0.0220, -0.1158, -0.0231], [-0.6273, -1.1767, 0.0405], [0.2087, -0.3123, 0.0365], [0.0285, 0.0071, 0.0743], [0.0568, -0.2532, 0.2894], [-0.1190, 0.0138, 0.0622], [-0.0151, -0.0579, 0.0062], [0.1999, 0.1236, 0.2069], [-0.0646, 0.0243, -0.0904], [0.0032, 0.2561, -0.0836], [0.6555, 1.1500, 0.3730], [-0.0412, -0.1277, -0.0934], [-0.0479, -0.2048, 0.0974], [0.0487, -0.1067, 0.1586], [0.1923, 0.0097, -0.0187], [-0.7253, 0.9789, -1.7143], [-0.0682, -0.0376, 0.1375], [-0.0240, -0.0048, -0.0260], [-0.0759, -0.1256, -0.0645], [-0.0314, 0.1486, 0.0067], [0.1234, 0.0584, -0.1284], [-0.2376, -0.0527, 0.1284], [0.0559, 0.0686, 0.0241], [0.6483, -0.8955, -0.3333], [0.1094, 0.1811, 0.0580], [-0.0545, -0.2580, 0.3479], [0.0440, 0.0548, -0.0581], [-0.1414, -0.0995, -0.0269], [-0.0277, -0.0777, 0.0084], [0.0397, 0.1394, -0.0698], [-0.0018, 0.0074, 0.1582], [-0.0801, 0.1322, -0.0138], [0.0483, -0.0029, -0.0366], [0.1464, -0.0450, 0.4043], [-0.2480, 0.0174, -0.0837], [-0.1096, 0.1320, -0.2205], [-0.0055, -0.0044, -0.1289], [0.2276, 0.2758, -0.0902], [-0.0303, 0.1856, -0.0354], [0.0513, -0.2880, -0.0084], [-0.0880, -0.1221, -0.0451], [-0.1855, 0.0068, -0.2501], [0.0638, 0.0381, 0.0816], [0.0188, 0.1306, -0.0153], [-0.2566, 0.2105, 0.1201], [-0.0174, 0.0851, -0.0820], [-0.7395, -1.3954, -0.8019], [0.1314, -0.0746, 0.0011], [0.0472, 0.0594, 0.0334], [-0.1503, -0.0277, 0.1649], [-0.4151, 0.2409, 0.1105], [2.3624, -1.3190, 1.7993], [-0.3440, 0.1526, -0.1609], [-0.0590, 0.0467, 0.0440], [0.7607, -0.2650, -0.7964], [-0.0366, 0.0439, 0.0598], [0.0790, 0.0826, -0.0701], [1.6263, 1.7994, -0.3152], [0.1177, -0.0611, -0.0059], [-0.1504, -0.0527, 0.0097], [0.1503, 0.0018, -0.0302], [0.0781, -0.1870, -0.0141], [-0.0572, 0.0371, -0.0167], [0.0138, 0.1130, -0.0634], [-0.1030, 0.0960, 0.0365], [-0.0441, -0.1404, -0.0896], [0.0334, -0.0468, -0.1468], [-0.0179, -0.0731, -0.0502], [0.0127, -0.0719, 0.0533], [0.4479, 0.9795, -0.1238], [-2.3150, 1.0633, 1.3680], [-0.1345, -0.0844, -0.0254], [-0.0551, 0.0140, -0.0152], [0.0123, 0.2374, -0.1289], [0.2162, 0.1184, -0.0952], [-0.0426, -0.0953, -0.0311], [-0.0882, -0.0701, 0.0428], [0.0970, -0.0747, -0.0326], [-0.1512, 0.2196, 0.0271], [0.0544, 0.1417, 0.0528], [0.1652, 0.2268, -0.0446], [-0.3637, 0.2683, -0.0153], [-0.2416, -0.3286, -0.0494], [-0.0525, -0.0362, -0.1537], [-0.9639, 0.6720, -0.7119], [0.1819, -0.0086, 0.1768], [-0.1986, 0.1182, -0.3123], [0.0948, -0.1110, -0.0602], [0.0521, 0.2861, -0.0760], [0.2765, -0.3390, 0.1608], [0.1227, -0.0443, 0.0558], [0.0219, 0.0474, -0.0144], [0.1815, 0.0904, 0.2092], [0.0947, 0.0664, -0.1552], [0.2020, 0.2206, 0.3830], [0.0060, 0.2216, 0.1687], [-0.1877, 0.0544, -0.0914], [0.1122, -0.1345, -0.7604], [-0.0193, 0.0515, 0.1432], [-0.0094, -0.1699, -0.3372], [0.1101, 0.0144, -0.0869], [0.0118, -0.1006, -0.0324], [-0.3202, -0.2336, 1.1394], [0.1484, -0.0572, 0.0934], [0.1127, -0.0754, 0.0380], [-0.0527, 0.0173, -0.0846], [0.1500, 0.4330, 1.1632], [-0.0207, 0.0186, -0.3728], [0.0026, 0.0058, 0.1417], [0.0604, 0.0465, 0.0104]], "total_energy_ev": -100368.9651, "orbital_gap_ev": 8.96, "mol_weight_g_mol": 918.0, "lumo_energy_ev": 0.2630}